# 1
Computed, not measured: C27H32N11SSeZr as an isolated structure, with wB97M-V/def2-TZVPD.

Geometry as ORCA input:
```
! wB97M-V def2-TZVPD RIJCOSX def2/J DEFGRID3
* xyz 1 1
Zr 0.059 0.446 0.354
C -0.551 0.053 2.735
C -1.121 -1.072 2.082
C -2.174 -0.619 1.263
C -2.278 0.788 1.417
C -1.281 1.204 2.332
C -1.229 2.548 2.990
C -3.506 1.575 1.062
C -3.187 -1.485 0.589
C -0.837 -2.504 2.400
C 0.392 -0.007 3.899
H -1.327 3.374 2.286
H -0.297 2.695 3.531
H -2.052 2.618 3.708
H -4.322 1.238 1.705
H -3.841 1.430 0.033
H -3.382 2.641 1.245
H -3.933 -1.798 1.325
H -2.755 -2.391 0.166
H -3.717 -0.958 -0.203
H -1.012 -3.165 1.551
H -1.506 -2.827 3.201
H 0.182 -2.659 2.752
H -0.188 -0.064 4.823
H 1.028 0.874 3.954
H 1.041 -0.881 3.857
C 3.182 2.375 -2.270
C 1.871 1.899 -1.752
N 1.714 0.721 -1.270
N 2.879 -0.022 -1.125
C 2.932 -1.049 -1.952
N 3.988 -1.896 -1.703
S 1.853 -1.417 -3.224
C 0.674 2.768 -1.723
C 0.620 3.954 -2.432
C -0.524 4.734 -2.385
C -1.593 4.298 -1.628
C -1.476 3.098 -0.956
N -0.381 2.332 -0.991
H 3.510 1.742 -3.096
H 3.165 3.412 -2.586
H 3.913 2.251 -1.469
H 4.747 -1.524 -1.157
H 4.227 -2.518 -2.456
H 1.467 4.268 -3.020
H -0.572 5.667 -2.928
H -2.508 4.867 -1.547
H -2.292 2.730 -0.365
N 2.952 -1.138 1.640
C 2.173 -2.037 1.015
N 2.481 -3.317 1.123
C 1.754 -4.144 0.372
N 1.999 -5.449 0.454
N 0.787 -3.754 -0.495
C 0.518 -2.480 -0.474
N 1.091 -1.568 0.336
C -0.581 -2.020 -1.378
C -1.237 -2.945 -2.167
C -2.213 -2.491 -3.035
C -2.523 -1.140 -3.054
C -1.883 -0.300 -2.163
N -0.942 -0.733 -1.321
H 3.765 -1.538 2.083
H 3.128 -0.276 1.135
H 2.730 -5.781 1.057
H 1.506 -6.083 -0.150
H -0.924 -3.976 -2.131
H -2.722 -3.180 -3.696
H -3.264 -0.737 -3.729
H -2.125 0.753 -2.116
Se 1.954 2.105 1.600
C 1.216 3.733 1.180
N 0.756 4.753 0.896
*
```

Calculated values
**HOMO**: -9.9079 eV

=====

# 2
Computed, not measured: a single C27H32N4O3S molecule, with wB97M-V/def2-TZVPD.

Geometry as ORCA input:
```
! wB97M-V def2-TZVPD RIJCOSX def2/J DEFGRID3
* xyz 0 1
C 7.912 2.315 -1.030
C 7.214 1.085 -0.532
C 7.949 0.047 0.031
C 7.303 -1.085 0.486
C 5.926 -1.198 0.399
C 5.167 -0.169 -0.158
C 5.840 0.964 -0.624
H 5.278 1.762 -1.087
N 3.783 -0.261 -0.322
C 3.156 -1.557 -0.188
H 3.795 -2.301 -0.667
C 1.802 -1.543 -0.909
N 0.972 -0.489 -0.381
C -0.163 -0.581 0.357
O -0.690 0.419 0.810
C -0.744 -1.981 0.553
C -1.716 -2.033 1.740
C -3.025 -1.304 1.443
N -3.596 -1.835 0.230
S -5.225 -1.767 -0.021
O -5.503 -2.686 -1.093
O -5.885 -1.976 1.230
C -5.629 -0.131 -0.672
C -6.126 -0.050 -1.941
C -6.495 1.189 -2.489
C -6.371 2.331 -1.747
C -5.860 2.279 -0.434
C -5.710 3.420 0.383
C -5.200 3.279 1.644
C -4.829 1.992 2.078
N -4.953 0.917 1.353
C -5.468 1.024 0.117
H -4.406 1.846 3.063
H -5.073 4.127 2.299
H -5.998 4.388 -0.004
H -6.664 3.289 -2.151
H -6.886 1.228 -3.494
H -6.239 -0.963 -2.505
C -2.759 -1.655 -0.926
C -1.465 -2.444 -0.723
H -0.828 -2.322 -1.601
H -1.722 -3.499 -0.619
H -3.309 -2.038 -1.786
H -2.528 -0.590 -1.085
H -3.757 -1.465 2.234
H -2.829 -0.231 1.348
H -1.252 -1.579 2.616
H -1.933 -3.080 1.959
H 0.079 -2.669 0.774
C 1.604 0.803 -0.551
H 0.939 1.561 -0.136
C 2.961 0.840 0.162
H 3.458 1.774 -0.112
C 2.785 0.821 1.685
H 2.324 1.748 2.014
H 2.146 -0.001 1.998
H 3.756 0.720 2.168
H 1.747 0.986 -1.622
H 1.329 -2.518 -0.818
H 1.974 -1.338 -1.973
H 3.001 -1.851 0.863
H 5.452 -2.087 0.785
H 7.872 -1.891 0.924
H 9.024 0.129 0.106
H 8.742 2.046 -1.681
H 8.317 2.881 -0.191
H 7.229 2.958 -1.580
*
```

Calculated values
**HOMO**: -7.9686 eV
**SMILES**: Cc1cccc(N2CCN(C(=O)C3CCN(S(=O)(=O)c4cccc5cccnc45)CC3)C[C@H]2C)c1

=====

# 3
Computed, not measured: a single C27H32N4O4 molecule, with wB97M-V/def2-TZVPD.

Geometry as ORCA input:
```
! wB97M-V def2-TZVPD RIJCOSX def2/J DEFGRID3
* xyz 0 1
C 3.454 5.742 2.365
H 3.045 5.454 3.330
H 2.771 6.444 1.893
H 4.403 6.244 2.537
C 3.643 4.522 1.463
N 4.558 3.560 2.043
C 4.233 2.580 2.905
O 5.066 1.893 3.467
C 2.738 2.313 3.165
N 2.035 1.890 1.983
C 0.893 2.431 1.512
C 0.507 1.819 0.334
C 1.503 0.818 0.062
C 1.708 -0.105 -0.961
C 2.799 -0.943 -0.884
C 3.692 -0.882 0.187
C 3.528 0.035 1.204
C 2.434 0.887 1.125
H 4.224 0.087 2.025
H 4.531 -1.561 0.215
H 2.973 -1.664 -1.670
H 1.045 -0.145 -1.809
C -0.711 2.153 -0.375
O -1.479 3.028 -0.012
C -0.974 1.357 -1.653
O -0.492 1.703 -2.717
N -1.779 0.288 -1.509
C -2.284 -0.208 -0.251
H -3.379 -0.241 -0.302
C -1.725 -1.624 -0.023
N -2.047 -2.513 -1.115
C -3.251 -3.221 -1.116
C -4.257 -3.024 -0.165
C -5.399 -3.796 -0.165
C -5.594 -4.792 -1.118
C -4.600 -5.005 -2.064
C -3.450 -4.237 -2.052
H -2.686 -4.454 -2.782
H -4.698 -5.775 -2.813
O -6.768 -5.489 -1.032
C -7.003 -6.512 -1.966
H -6.248 -7.303 -1.896
H -7.030 -6.126 -2.990
H -7.979 -6.925 -1.712
H -6.169 -3.633 0.573
H -4.164 -2.261 0.591
C -1.531 -1.989 -2.363
H -0.439 -1.954 -2.290
C -2.074 -0.577 -2.633
H -3.161 -0.624 -2.773
H -1.611 -0.139 -3.519
H -1.803 -2.639 -3.191
H -0.632 -1.558 0.035
H -2.090 -2.040 0.915
H -1.990 0.457 0.561
H 0.385 3.224 2.029
H 2.250 3.203 3.568
H 2.706 1.521 3.923
C 5.967 3.735 1.722
C 6.330 2.995 0.438
H 6.142 1.931 0.559
H 7.383 3.140 0.212
H 5.740 3.356 -0.402
H 6.175 4.802 1.623
H 6.548 3.333 2.554
H 4.063 4.840 0.506
H 2.678 4.062 1.252
*
```

Calculated values
**HOMO**: -7.3967 eV
**SMILES**: CCN(CC)C(=O)Cn1cc(C(=O)C(=O)N2CCN(c3ccc(OC)cc3)CC2)c2ccccc21

=====

Calculated total energy in order - -4497.083888 -1891.021044 -1568.068320 Ha
Calculated orbital gap in order - 6.16 7.85 7.67 eV